Below is C43H47MoN13O5PSSe as an isolated structure, with properties calculated with the ωB97M-V functional and the def2-TZVPD basis.

ORCA input file:
```
! RIJCOSX wB97M-V def2-TZVPD def2/J DEFGRID3
* xyz 1 3
Mo 0.63 0.10 -0.86
C 0.03 4.49 0.06
C 0.61 3.22 -0.01
N -0.15 2.15 -0.19
C -1.48 2.34 -0.29
C -2.02 3.61 -0.25
N -1.27 4.69 -0.07
C -2.26 1.08 -0.31
C -3.64 0.96 -0.28
C -4.20 -0.30 -0.08
C -3.34 -1.37 0.20
C -1.98 -1.17 0.14
N -1.47 0.01 -0.22
C -0.92 -2.11 0.58
C -1.13 -3.38 1.08
N -0.14 -4.10 1.61
C 1.06 -3.55 1.62
C 1.31 -2.29 1.08
N 0.32 -1.59 0.55
C -5.67 -0.48 -0.10
C -6.46 0.24 -0.99
C -7.83 0.03 -1.00
N -8.44 -0.83 -0.19
C -7.68 -1.52 0.66
C -6.30 -1.39 0.74
H 0.66 5.35 0.23
H 1.68 3.09 0.05
H -3.09 3.76 -0.36
H -4.27 1.83 -0.37
H -3.74 -2.35 0.44
H -2.11 -3.83 1.06
H 1.87 -4.12 2.06
H 2.29 -1.84 1.03
H -6.02 0.93 -1.70
H -8.46 0.57 -1.69
H -8.20 -2.21 1.32
H -5.75 -1.97 1.47
S 0.18 1.39 -2.84
C -0.88 0.28 -3.57
N -1.58 0.81 -4.63
N -2.53 0.05 -5.14
C -3.43 -0.86 -4.55
C -3.86 -0.73 -3.23
C -4.79 -1.63 -2.74
C -5.30 -2.64 -3.54
C -4.89 -2.74 -4.86
C -3.96 -1.85 -5.37
N -0.97 -0.97 -3.20
N -0.12 -1.30 -2.22
C 0.08 -2.71 -2.18
C 1.30 -3.23 -1.75
C 1.49 -4.60 -1.72
C 0.47 -5.46 -2.10
C -0.74 -4.94 -2.53
C -0.94 -3.57 -2.59
H -2.66 0.23 -6.13
H -3.49 0.08 -2.62
H -5.14 -1.53 -1.71
H -6.02 -3.34 -3.14
H -5.29 -3.52 -5.50
H -3.63 -1.93 -6.40
H 2.12 -2.57 -1.50
H 2.45 -4.99 -1.42
H 0.63 -6.53 -2.07
H -1.54 -5.60 -2.84
H -1.88 -3.17 -2.94
O 3.61 1.12 -3.19
Se 3.28 -0.45 -2.98
O 2.14 -1.10 -3.92
O 2.35 -0.30 -1.27
O 4.47 -1.42 -2.48
O 1.91 0.66 1.12
P 2.81 1.53 1.96
N 3.82 0.78 3.02
C 3.30 -0.03 4.13
C 3.61 -1.49 3.76
C 4.66 -1.41 2.64
C 5.03 0.08 2.58
N 1.83 2.46 2.90
C 2.34 3.37 3.95
C 1.17 3.51 4.92
C -0.06 3.23 4.05
C 0.43 2.10 3.16
N 3.79 2.45 1.03
C 4.17 2.07 -0.35
C 5.20 3.13 -0.73
C 5.92 3.39 0.59
C 4.78 3.38 1.61
H 2.24 0.17 4.29
H 3.83 0.25 5.05
H 2.71 -2.00 3.43
H 3.98 -2.04 4.63
H 4.25 -1.72 1.68
H 5.53 -2.03 2.83
H 5.34 0.41 1.59
H 5.84 0.30 3.28
H 2.61 4.33 3.52
H 3.23 2.95 4.43
H 1.15 4.49 5.39
H 1.23 2.76 5.71
H -0.30 4.11 3.45
H -0.94 2.96 4.62
H -0.13 2.02 2.22
H 0.34 1.14 3.68
H 3.32 2.07 -1.02
H 4.61 1.07 -0.39
H 4.70 4.03 -1.07
H 5.85 2.78 -1.52
H 6.47 4.33 0.60
H 6.62 2.58 0.80
H 4.34 4.38 1.71
H 5.10 3.05 2.60
*
```

Values from the calculation:
HOMO-LUMO gap (spin up / spin down) = 5.2 / 6.0 eV
Energy = -162281.8066 eV
LUMO level (spin up / spin down) = -4.4853 / -4.5447 eV